Entry from the Open Molecules 2025 dataset: an isolated molecule of C3H4O3S (the ωB97M-V functional and the def2-TZVPD basis).

Structure (XYZ):
```
11
Properties=species:S:1:pos:R:3:forces:R:3
C -0.01261 1.17791 0.06236 0.09 -0.40 0.05
C 0.85527 -1.36365 -0.08326 -0.26 -0.07 0.91
C -1.29132 -0.72141 0.68774 -0.49 -0.21 -0.04
H 1.64590 -1.23430 0.67818 -0.34 0.29 -0.41
H 1.12931 -2.19426 -0.69817 0.24 -0.43 -0.54
H -1.84591 -0.61796 -0.27280 0.29 0.06 0.61
H -1.96091 -0.99501 1.52164 0.27 0.24 -0.52
O 0.13939 2.35384 0.04022 -0.13 0.14 0.10
O -0.34516 -1.73879 0.59749 0.32 0.21 -0.16
O -0.70899 0.53295 1.03907 -0.02 0.22 -0.16
S 0.69010 0.08128 -1.16526 0.03 -0.05 0.17
```
Forces are in eV/Å.

## Properties
- Energy relative to the best compared isomer or geometry (same formula, charge and spin): 140.9 kJ/mol
- LUMO: 0.551 eV
- HOMO-LUMO gap: 10.60 eV
- SMILES: O=C1OCOCS1
- E: -740.60593 Eh

Mulliken population analysis, charges in e, atoms 1 to 8: atom 1 (C): 0.6004, atom 2 (C): -0.2469, atom 3 (C): -0.2051, atom 4 (H): 0.2507, atom 5 (H): 0.2884, atom 6 (H): 0.3982, atom 7 (H): 0.2037, atom 8 (O): -0.4592

Entry from the Open Molecules 2025 dataset: a cluster of 2 separate species, C31H30NO5S2 in total in a non-equilibrium geometry (the ωB97M-V functional and the def2-TZVPD basis).

Structure (XYZ):
```
69
Properties=species:S:1:pos:R:3:forces:R:3
C 1.88091 -0.81620 3.15938 0.43 0.03 0.02
C 0.56967 -0.06477 3.22807 -1.73 -0.63 -1.48
C -0.54660 -0.75301 2.64463 1.38 -0.05 0.22
C -1.86775 -0.57224 3.16110 -0.65 0.22 0.09
C -2.34225 0.73023 3.48214 -0.12 -0.23 0.30
C -3.60617 0.91876 4.02233 0.00 -0.52 -0.02
C -4.42943 -0.18149 4.30002 -0.02 -0.01 0.10
C -3.95916 -1.48368 4.06525 0.02 0.39 -0.28
C -2.71766 -1.68037 3.46738 0.15 0.56 0.04
O 0.49026 1.06169 3.76033 0.68 0.34 0.72
H 1.97209 -1.35453 2.20507 0.02 0.16 0.43
H 2.70602 -0.11137 3.28617 0.12 -0.04 -0.09
H 1.93613 -1.54116 3.98589 -0.04 0.14 -0.20
H -0.32881 -1.62020 2.01575 -0.05 -0.16 0.59
H -1.65784 1.56703 3.36631 -0.22 -0.22 -0.18
H -3.94811 1.93009 4.24137 -0.01 -0.18 -0.01
H -5.42158 -0.01969 4.71850 0.16 -0.09 0.00
H -4.56754 -2.34179 4.36243 0.12 0.21 -0.16
H -2.32417 -2.68888 3.31482 -0.15 0.27 -0.02
C -4.59802 -1.66341 -4.64737 -0.01 -0.15 0.39
N -3.86074 -2.07530 -3.46375 -0.53 -0.42 -0.33
C -4.29519 -3.34555 -2.92752 -0.02 -0.23 0.22
C -3.01017 -1.28828 -2.73994 0.69 0.89 0.52
C -2.22781 -1.83971 -1.68615 0.05 0.12 -0.53
C -1.20082 -1.11383 -1.10749 -0.31 0.41 -0.07
C -0.96898 0.23250 -1.45059 -1.34 -0.63 0.09
C 0.12454 0.98398 -0.85976 1.45 0.08 -0.44
C 1.42503 0.59502 -0.77000 -0.61 0.37 -0.40
S 2.72114 1.80257 -0.52346 0.20 0.14 1.30
C 1.99221 3.13072 0.45148 -0.02 0.34 0.14
C 1.47943 4.31957 -0.09509 -0.13 -0.28 -0.01
C 0.90163 5.26736 0.75651 0.18 -0.17 -0.07
C 0.84191 5.03915 2.13543 0.15 -0.34 -0.09
C 1.37698 3.86751 2.66799 0.09 0.23 -0.06
C 1.99517 2.94590 1.83117 -0.11 -0.43 -0.10
O 3.68328 1.14203 0.34662 -0.28 0.52 -0.80
O 3.12263 2.34729 -1.80436 -0.19 -0.35 0.38
S 1.96672 -1.09910 -1.13722 0.05 -0.58 0.61
C 3.73222 -1.10920 -1.45779 0.37 -0.14 -0.32
C 4.60377 -1.72547 -0.55841 -0.11 0.23 0.08
C 5.95343 -1.86115 -0.88262 -0.14 0.01 -0.21
C 6.42196 -1.41324 -2.12108 -0.23 -0.02 -0.01
C 5.54412 -0.80389 -3.02282 -0.03 -0.11 0.14
C 4.19553 -0.66596 -2.69900 -0.05 0.11 0.19
O 1.75480 -1.89060 0.06863 0.19 0.62 -1.21
O 1.34367 -1.49417 -2.38054 0.20 0.16 0.32
C -1.88759 0.84695 -2.34162 0.59 -0.29 0.40
C -2.86417 0.10602 -3.00286 0.07 -0.32 0.25
H -4.21231 -0.73606 -5.06818 0.01 -0.18 0.02
H -4.51418 -2.47281 -5.38602 0.01 0.31 -0.03
H -5.67042 -1.54622 -4.42207 0.16 0.18 -0.07
H -3.44061 -3.98367 -2.65561 -0.32 0.09 -0.21
H -4.92183 -3.22316 -2.02484 0.18 -0.01 -0.21
H -4.90109 -3.85051 -3.69024 0.24 0.01 0.24
H -2.35263 -2.87696 -1.38353 -0.02 0.33 -0.04
H -0.58926 -1.57773 -0.33636 -0.20 0.10 -0.15
H -0.06955 2.02112 -0.57133 0.00 -0.16 -0.21
H 1.52927 4.48766 -1.17072 -0.04 -0.06 0.24
H 0.48840 6.18945 0.34849 0.14 -0.23 0.01
H 0.38616 5.77109 2.80081 0.03 -0.14 -0.21
H 1.31979 3.63675 3.72831 -0.01 0.06 -0.19
H 2.45825 2.05624 2.24733 -0.29 0.09 0.00
H 4.22245 -2.08317 0.39375 0.01 0.10 -0.14
H 6.63217 -2.32959 -0.16687 -0.21 0.13 -0.26
H 7.46431 -1.57037 -2.40312 -0.25 0.15 0.15
H 5.90112 -0.44512 -3.99002 -0.08 -0.14 0.30
H 3.50280 -0.20648 -3.39947 0.11 -0.09 0.12
H -1.78072 1.92103 -2.52670 -0.14 -0.37 -0.04
H -3.55679 0.60241 -3.68899 0.39 -0.14 0.26
```
Forces are in eV/Å.

## Properties
- Energy relative to the best compared isomer or geometry (same formula, charge and spin): 5.7 kJ/mol
- LUMO: 2.400 eV
- HOMO-LUMO gap: 4.91 eV
- Net charge: -1
- E: -2426.55955 Eh

Mulliken population analysis, charges in e, atoms 1 to 8: atom 1 (C): -1.0033, atom 2 (C): 0.6334, atom 3 (C): -0.4040, atom 4 (C): 0.4616, atom 5 (C): -0.5326, atom 6 (C): -0.4636, atom 7 (C): -0.4145, atom 8 (C): -0.4554